1.
A structure of composition C40H32I2N4O4S2Tc at a distorted geometry, computed with ωB97M-V with the def2-TZVPD basis set.

```
85
Properties=species:S:1:pos:R:3:forces:R:3:lowdin_charge:R:1
I -5.48770 1.26815 0.55485 0.2 -0.2 0.2 0.98
I -2.81590 -0.92475 5.50875 0.0 0.1 -0.3 0.89
Tc -0.67950 1.31085 -1.10605 -0.7 -0.4 -0.7 1.61
S -1.89560 2.71825 -2.70155 0.3 -0.6 0.1 0.63
S -3.39040 4.89725 -1.32275 -0.3 0.3 0.2 0.93
O -0.98020 -1.69255 0.02815 -0.3 0.0 -0.4 0.03
O -1.28350 -0.52745 -1.82875 0.1 2.0 -0.6 -0.14
O 1.13940 1.04625 -1.80955 -1.1 -0.7 -0.3 -0.21
O -2.44140 1.44535 -0.19795 0.3 0.6 -1.2 -0.30
N 0.20980 -3.95425 -0.50865 -0.4 0.5 0.6 0.09
N 0.00230 3.19065 -0.64955 0.8 -0.2 -0.3 -0.14
N -0.22080 0.65075 0.91795 0.6 0.2 -0.1 0.01
N -1.01120 4.09605 -0.59095 -0.9 0.9 0.4 -0.10
C -0.59640 -5.12955 -2.46505 -0.1 0.1 0.1 -0.03
C 4.11860 -5.08205 0.31015 0.0 0.0 0.0 -0.07
C -2.60090 3.28855 3.18135 0.0 0.1 0.1 -0.08
C 2.50330 -4.30475 -1.30845 -0.2 0.0 0.3 -0.16
C 1.43090 5.00775 0.11445 -0.3 0.1 -0.1 -0.01
C -3.16000 5.70925 0.32235 0.1 -0.2 -0.5 -0.38
C -1.20620 -1.62085 -1.18975 0.3 -1.4 1.1 -0.54
C 2.26140 1.58155 -1.47775 1.3 1.0 0.6 -0.35
C 2.19940 -3.71225 -2.65165 0.1 0.0 0.0 -0.02
C 2.36490 2.80525 -0.72955 0.2 -0.9 -0.3 -0.11
C -4.92020 3.86105 3.11765 0.0 0.0 0.1 -0.11
C -3.87270 3.18375 3.71875 0.0 0.1 0.0 -0.10
C 1.86920 -4.69355 1.00455 0.0 0.0 -0.1 -0.03
C 4.69150 1.43805 -1.56235 -0.2 0.1 0.1 -0.07
C -1.97730 3.91195 -1.42875 0.8 -0.2 0.1 -1.10
C 3.65480 3.27965 -0.43275 0.1 -0.1 0.0 -0.04
C 4.87810 -4.69985 -2.03445 0.0 0.0 0.0 -0.05
C -3.41760 4.79325 1.47765 0.0 -0.1 0.2 -0.29
C -2.54710 0.90915 0.96185 -0.5 -0.8 1.7 -0.44
C -2.15720 -2.91105 -3.11055 0.0 -0.2 -0.1 -0.02
C 3.80090 -4.71365 -0.99065 0.1 -0.1 0.2 -0.24
C -1.33110 -2.86795 -1.99955 0.2 0.0 0.1 -0.07
C -2.22360 -4.05795 -3.88115 -0.2 0.0 -0.1 -0.09
C 3.16310 -5.04565 1.31235 0.1 0.1 0.0 -0.10
C -0.16050 -0.49055 3.46105 0.1 0.1 -0.2 -0.01
C 1.52070 -4.34965 -0.30575 0.5 -0.2 0.1 -0.20
C -2.66640 -0.21225 3.52615 -0.4 -0.2 0.5 -0.64
C -1.39750 -0.08595 2.92255 0.1 0.3 -0.5 -0.22
C 1.21910 3.61665 -0.41225 -0.5 0.2 -0.1 -0.21
C 3.45750 0.93605 -1.87945 -0.4 0.0 0.0 0.00
C -1.44530 -5.16185 -3.55265 0.1 0.1 -0.1 -0.08
C 4.79140 2.62125 -0.83055 0.1 0.1 0.1 -0.09
C 0.98480 -0.30225 2.73015 -0.2 -0.1 0.2 -0.02
C -3.82420 0.14925 2.87195 0.4 -0.3 0.6 -0.22
C -3.76570 0.69985 1.60175 0.3 0.4 -1.1 -0.61
C -0.53500 -3.98515 -1.66285 -0.5 -0.1 -0.2 -0.22
C 0.91970 0.27325 1.45935 0.0 0.0 -0.3 -0.08
C -1.35690 0.48965 1.62775 -1.0 0.0 0.5 -0.17
C -4.69680 4.65225 2.00425 0.2 0.1 0.0 -0.08
C -2.37740 4.08615 2.07405 0.1 0.0 0.2 -0.04
H -2.14730 6.10685 0.33895 -0.1 0.1 0.0 0.07
H -0.01230 -5.99935 -2.19465 0.1 0.0 0.0 0.12
H 1.93940 -0.61235 3.11975 0.1 0.0 0.0 0.11
H -4.04780 2.57225 4.59265 0.0 0.0 0.1 0.10
H 5.10260 -3.67605 -2.33635 0.1 0.0 -0.1 0.08
H 1.10780 -4.65755 1.76955 -0.1 -0.1 0.1 0.11
H -1.38180 4.15935 1.66765 0.1 0.1 0.0 0.09
H 3.76530 4.19615 0.12155 0.0 0.1 0.1 0.10
H -5.52730 5.16425 1.54245 -0.1 0.1 -0.1 0.11
H -2.75060 -2.04045 -3.35075 0.0 0.0 -0.1 0.12
H 0.48370 5.53815 0.13925 0.1 0.0 0.0 0.07
H 5.79190 -5.14985 -1.65485 0.1 0.0 0.0 0.07
H 5.13070 -5.37505 0.54785 0.1 0.0 0.0 0.10
H -0.15450 -3.26215 0.15265 0.2 -0.3 -0.2 0.11
H 1.84120 -4.46345 -3.35515 0.0 0.0 -0.2 0.09
H 3.08720 -3.24795 -3.07115 0.1 0.0 -0.1 0.07
H -5.91880 3.77255 3.51755 -0.1 0.0 0.0 0.11
H 1.43200 -2.94625 -2.56345 0.0 0.0 -0.1 0.08
H 5.58740 0.91975 -1.87095 0.0 -0.1 -0.1 0.11
H -0.11410 -0.95585 4.43465 0.0 0.0 0.1 0.07
H -3.87900 6.52755 0.30465 0.0 0.0 0.0 0.08
H 2.13170 5.56525 -0.50425 0.0 -0.1 0.0 0.10
H -1.77770 2.74615 3.62865 0.0 0.0 0.0 0.11
H 3.43140 -5.28585 2.33015 0.0 -0.1 0.1 0.10
H -1.51170 -6.06235 -4.14625 0.0 -0.1 -0.1 0.10
H -2.88720 -4.09405 -4.73135 -0.1 0.0 -0.1 0.10
H -4.78670 0.01685 3.34405 0.0 0.0 0.1 0.09
H 1.81580 0.39965 0.87075 0.1 0.0 -0.1 0.12
H 3.35470 0.02815 -2.45365 -0.1 -0.1 0.0 0.12
H 1.82680 4.94955 1.12915 0.1 0.0 0.0 0.10
H 4.56760 -5.24895 -2.92075 0.0 0.0 -0.1 0.08
H 5.76140 3.02345 -0.58665 0.1 0.1 0.1 0.10
```
Positions in Å, forces in eV/Å.

Its expectation value of S² is 3.778. The calculation puts the HOMO energy (spin up / spin down) at -7.2 / -7.2 eV. The value obtained for the HOMO-LUMO gap (spin up / spin down) is 6.5 / 5.4 eV. As for the multiplicity: 4.

---

2.
A structure of composition C40H32N7O4Pd, computed with ωB97M-V with the def2-TZVPD basis set.

```
84
Properties=species:S:1:pos:R:3:forces:R:3:lowdin_charge:R:1
Pd 1.29633 0.96978 1.04760 0.0 0.0 -0.2 1.05
O 0.06333 0.06294 2.75926 0.1 0.1 0.1 0.02
O 2.09604 3.14639 -5.57490 0.1 0.0 0.0 -0.04
O -6.52129 -4.06802 -2.61383 0.0 0.0 -0.1 0.01
O -3.39839 3.49804 -3.48148 0.0 0.0 0.1 -0.04
N -0.39072 2.04175 0.09815 -0.1 -0.1 0.0 0.01
N 3.13734 0.13829 1.98055 0.1 -0.1 0.1 0.02
N 2.03183 1.57064 -0.93138 0.2 0.0 0.0 0.00
N -2.20440 -4.86564 2.10100 0.1 -0.2 -0.3 0.18
N 2.13525 2.66449 2.15623 0.0 0.1 0.0 0.02
N -2.88002 -5.28720 1.19034 -0.2 0.2 0.0 0.17
N 0.44419 -1.07736 0.31721 -0.2 0.0 0.0 0.07
C -2.48207 3.16093 -1.33445 0.0 0.0 0.0 -0.15
C 1.64073 3.88654 2.21425 0.0 0.0 0.0 -0.09
C 3.94892 3.33868 3.58833 0.1 0.1 0.1 -0.12
C 3.72468 1.80040 -2.58875 0.0 0.0 0.0 0.02
C -0.28036 -1.72460 1.23814 0.0 0.1 0.2 -0.13
C -5.53297 -3.58747 -0.59228 0.0 0.0 0.0 0.06
C 0.57378 -1.61615 -0.88680 0.1 0.0 0.1 -0.07
C -4.61141 -3.83816 0.37083 0.0 0.0 0.0 0.03
C 2.81909 2.40506 -3.45285 0.0 0.0 0.0 -0.14
C -1.25249 2.91948 -1.93527 0.0 0.0 0.0 0.07
C -3.67513 -4.88852 0.16548 0.2 -0.1 0.2 -0.23
C 3.27676 2.38160 2.82640 0.0 -0.1 -0.1 -0.14
C -3.74269 -5.71205 -0.98878 0.0 0.0 0.0 0.03
C 5.15205 2.97536 4.28800 -0.1 0.1 0.0 0.01
C 3.80219 1.04123 2.74223 -0.1 0.0 -0.1 -0.14
C -1.57068 2.26779 0.67991 0.0 0.0 0.0 -0.10
C -2.63660 2.83017 0.00608 0.0 0.0 0.0 0.02
C -4.66732 -5.45643 -1.95594 0.0 0.0 0.0 0.04
C 3.29240 1.40119 -1.34115 -0.1 0.0 0.0 -0.10
C 4.97053 0.71597 3.43684 0.1 0.0 0.1 -0.12
C -0.70632 -3.53741 -0.27097 0.0 0.0 0.0 0.03
C -3.59629 3.79972 -2.11719 0.1 0.0 0.0 -0.19
C -0.22040 2.37579 -1.19065 0.1 0.0 0.0 -0.18
C 5.63882 1.72142 4.21836 0.0 -0.1 0.0 0.01
C -0.38101 -1.07180 2.57356 -0.1 -0.2 0.0 -0.30
C 1.51168 2.58326 -3.01700 0.0 0.0 -0.1 0.07
C 4.76213 -1.51206 2.56246 0.0 0.0 0.0 -0.02
C -1.54506 -3.61087 2.11856 0.0 0.2 0.1 -0.12
C -5.57959 -4.38479 -1.77390 -0.1 0.0 0.0 -0.23
C 5.44422 -0.60357 3.33110 0.0 0.0 0.0 0.03
C -0.89151 -2.96529 0.99983 0.0 -0.2 0.1 -0.07
C 2.24809 4.90958 2.94963 0.0 0.0 0.0 -0.01
C -0.98960 -1.82700 3.64833 0.1 0.1 -0.1 0.09
C 3.40102 4.63387 3.63716 0.0 0.0 0.0 0.04
C 0.01126 -2.84879 -1.21998 0.0 0.0 0.0 0.01
C 1.14851 2.16288 -1.74925 -0.1 0.0 0.1 -0.19
C -6.71868 -4.82853 -3.83466 0.0 0.0 0.1 0.02
C 3.60551 -1.09406 1.89826 0.0 0.0 0.0 -0.11
C -1.51920 -3.06591 3.40948 0.0 -0.1 -0.1 0.03
C 3.25009 2.88484 -4.81002 -0.1 0.0 0.0 -0.19
H 6.34745 -0.89001 3.85566 0.0 0.0 0.0 0.14
H -1.65036 1.99357 1.72520 0.0 0.0 0.0 0.11
H 1.17584 -1.06465 -1.59915 0.0 0.0 0.0 0.12
H -1.08846 -4.51899 -0.50512 0.0 0.0 0.0 0.11
H 3.04977 -1.78205 1.27156 0.0 0.0 0.0 0.11
H 5.65799 3.73239 4.87307 0.0 0.0 0.0 0.13
H -0.98768 -1.38904 4.63750 0.0 0.0 0.0 0.14
H 3.89756 5.40226 4.21665 0.0 0.0 0.0 0.14
H -1.12749 3.16170 -2.97969 0.0 0.0 0.0 0.12
H 1.80359 5.89424 2.96662 0.0 0.0 0.0 0.12
H 0.72849 4.06653 1.65930 0.0 0.0 0.0 0.11
H -3.07482 -6.56011 -1.07160 0.0 0.0 0.0 0.14
H 6.54251 1.44884 4.74769 0.0 0.0 0.0 0.13
H 3.96660 0.92705 -0.63860 0.0 0.0 0.0 0.11
H 4.75594 1.64136 -2.87669 0.0 0.0 0.0 0.13
H -7.51696 -4.31652 -4.35733 0.0 0.0 0.0 0.11
H 3.89212 2.12888 -5.27210 0.0 0.0 0.0 0.14
H 2.35482 3.42241 -6.45955 0.0 0.0 0.0 0.11
H 3.85455 3.78919 -4.66947 0.0 0.0 0.0 0.15
H -4.59797 -3.27239 1.29325 0.0 0.0 0.0 0.13
H -3.57038 3.00658 0.52402 0.0 0.0 0.0 0.13
H -4.03048 3.99119 -4.01358 0.0 0.0 0.0 0.11
H -1.95463 -3.64915 4.21081 0.0 0.0 0.0 0.14
H 0.17561 -3.26410 -2.20422 0.0 0.0 0.0 0.13
H 0.80361 3.05433 -3.68137 0.0 0.0 0.0 0.12
H -5.80715 -4.81915 -4.42860 0.0 0.0 0.0 0.11
H -7.02215 -5.84329 -3.58501 0.0 0.0 0.0 0.11
H -4.72845 -6.09221 -2.82652 0.0 0.0 0.0 0.13
H -4.55984 3.43755 -1.74757 0.0 0.0 0.0 0.13
H -3.55888 4.88042 -1.93629 0.0 0.0 0.0 0.15
H 5.10392 -2.53201 2.45990 0.0 0.0 0.0 0.12
H -6.26721 -2.80127 -0.48079 0.0 0.0 0.0 0.14
```
Positions in Å, forces in eV/Å.

Its expectation value of S² is 6.091. The calculation puts the HOMO energy (spin up / spin down) at -15.4 / -15.4 eV. Its total charge is +3. The value obtained for the HOMO-LUMO gap (spin up / spin down) is 6.6 / 4.8 eV. As for the multiplicity: 5.

---

no.,DFT total energy (Ha)
1,-3536.12378
2,-2354.71112